# 1
Entry from the Open Molecules 2025 dataset: an isolated molecule of C3H3NO2 in a non-equilibrium geometry (ωB97M-V/def2-TZVPD).

Computed properties:
LUMO energy (spin up / spin down) = 0.25 / 0.25 eV
Kohn-Sham gap (spin up / spin down) = 9.35 / 9.35 eV
energy relative to the best compared isomer or geometry (same formula, charge and spin) = 356.9 kJ/mol
net charge = 0
E_HOMO (spin up / spin down) = -0.334 / -0.334 Ha

Last column: natural (NBO) charge in e.
Positions of all 9 atoms, in Å:
C: 0.18636 -1.65300 0.14826  0.252
C: -1.79509 -0.00363 -0.01894  0.755
C: -0.44968 0.59806 -0.19238  -0.236
N: -0.98126 -2.05214 -0.02877  -0.523
O: -2.93267 0.23368 0.07737  -0.426
O: 0.58167 -0.26404 0.19319  -0.518
H: 0.92762 -2.43016 0.38055  0.198
H: -0.26664 1.13888 -1.14397  0.254
H: -0.50630 1.43730 0.64409  0.243

---

# 2
Entry from the Open Molecules 2025 dataset: an isolated molecule of C5H8O2 in a non-equilibrium geometry (ωB97M-V/def2-TZVPD).

Computed properties:
LUMO energy = 0.12 eV
Kohn-Sham gap = 9.97 eV
SMILES = CCC(=O)CC=O
energy relative to the best compared isomer or geometry (same formula, charge and spin) = 124.4 kJ/mol
net charge = 0
E_HOMO = -0.362 Ha

Last column: natural (NBO) charge in e.
Positions of all 15 atoms, in Å:
C: -1.36165 -0.45805 -0.93978  -0.626
C: -0.77002 -0.75469 0.44090  -0.526
C: 0.75632 1.28874 0.15388  -0.611
C: 0.23490 0.19659 1.03138  0.591
O: 0.81108 -0.04309 2.07435  -0.546
C: 1.77797 0.27043 -0.51544  0.437
O: 1.73686 0.01316 -1.69063  -0.506
H: -1.95858 0.46002 -0.93480  0.206
H: -2.02471 -1.28166 -1.21762  0.222
H: -0.61115 -0.36310 -1.73233  0.231
H: -0.28156 -1.73656 0.46442  0.241
H: -1.55068 -0.77425 1.20141  0.244
H: 0.08945 1.64269 -0.63693  0.237
H: 1.02341 2.13469 0.80717  0.262
H: 2.34164 -0.40530 0.17571  0.144

---

# 3
Entry from the Open Molecules 2025 dataset: an isolated molecule of C6H7NO2S2 in a non-equilibrium geometry (ωB97M-V/def2-TZVPD).

Computed properties:
LUMO energy (spin up / spin down) = 0.55 / -2.93 eV
Kohn-Sham gap (spin up / spin down) = 7.94 / 6.68 eV
multiplicity = 3
energy relative to the best compared isomer or geometry (same formula, charge and spin) = 0.0 kJ/mol
net charge = 0
E_HOMO (spin up / spin down) = -0.271 / -0.353 Ha

Last column: natural (NBO) charge in e.
Positions of all 18 atoms, in Å:
C: -0.30511 0.64873 -1.27361  -0.242
C: -1.13297 1.72939 -1.15789  -0.390
C: -0.45305 -0.28032 -0.17974  -0.383
C: -1.55554 0.10602 0.76000  -0.201
C: -2.26468 -0.58015 1.67630  -0.322
C: 2.38452 0.30153 -0.31618  -0.501
N: 1.57508 -0.25679 0.66731  -0.497
O: 1.10004 -2.35003 -0.92294  -0.893
O: 0.19261 -2.09171 1.47359  -0.920
S: -2.09248 1.72849 0.32750  0.438
S: 0.70937 -1.51423 0.23040  2.242
H: 0.21863 0.27902 -2.20498  0.258
H: -1.09737 2.66103 -1.77319  0.247
H: -3.18672 -0.15994 2.11365  0.206
H: -1.87989 -1.52380 2.03239  0.243
H: 3.45087 0.14761 0.15472  0.259
H: 2.18791 -0.30809 -1.20784  0.215
H: 2.14878 1.46322 -0.39951  0.240

---

# 4
Entry from the Open Molecules 2025 dataset: the ion C3H5N2 with charge +1 (ωB97M-V/def2-TZVPD).

Computed properties:
LUMO energy = -3.54 eV
Kohn-Sham gap = 11.55 eV
SMILES = c1c[nH+]c[nH]1
energy relative to the best compared isomer or geometry (same formula, charge and spin) = 1.8 kJ/mol
net charge = +1
E_HOMO = -0.554 Ha

Last column: natural (NBO) charge in e.
Positions of all 10 atoms, in Å:
C: 0.80275 -0.30948 0.81327  -0.041
C: -0.15925 -1.12859 0.32289  -0.042
N: -0.85600 -0.39559 -0.61658  -0.448
C: -0.35953 0.83109 -0.68189  0.257
N: 0.61604 0.91723 0.22066  -0.452
H: 1.55485 -0.52324 1.54958  0.271
H: -0.38726 -2.16418 0.48952  0.269
H: -1.59365 -0.68270 -1.23179  0.460
H: -0.73262 1.66454 -1.25266  0.260
H: 1.11465 1.79091 0.38700  0.465